[1]
19
Properties=species:S:1:pos:R:3:forces:R:3 method="wB97M-V/def2-TZVPD" de_lowest_kj_mol=216.3 e_tot_ev=-10933.2255 mol_weight_g_mol=110.13 homo_lumo_gap_ha="0.13258 / 0.33387" homo_energy_ev="-3.06 / -8.77" spin_multiplicity=2 s2=0.752 total_charge=0
O 0.298218 -1.442170 -1.152636 3.7308 -1.1633 -2.7148
C -0.749416 -1.217751 -0.666479 0.8090 7.0767 2.5071
C -1.040780 0.212077 0.050463 -1.5015 -4.7845 1.1849
C -1.715182 -0.251068 1.468749 -2.1573 -0.1068 -2.6770
N 0.194582 0.884784 0.381759 1.5285 -0.3928 0.2315
H -1.570212 -1.728776 -0.592576 -4.7526 -3.8019 0.0080
H -1.645493 0.951568 -0.514875 -0.1373 -0.0629 0.1340
H -2.595749 0.410322 1.548635 0.3344 -0.0790 0.7499
H -0.999551 -0.126840 2.195860 1.4551 0.8583 1.8916
H -2.075919 -1.316845 1.714610 0.5947 1.3034 -1.5029
H 0.003412 1.542299 1.157087 0.4149 0.2352 -0.4719
H 0.516812 1.355361 -0.469643 0.4352 0.5515 0.1787
H 0.955383 0.197395 0.653725 -0.9408 0.2907 -0.1666
H 1.864474 -2.300929 0.572413 -2.2246 1.4876 0.2734
H 1.718352 -1.978867 1.953117 -0.9755 0.6311 0.2302
O 1.192748 -1.769111 1.147578 3.5256 -2.0759 0.1525
H 1.642335 3.172488 -2.365358 -0.6764 -0.3223 1.1227
H 0.275660 3.032966 -1.642407 -1.3059 0.3120 -0.4023
O 1.206620 2.978385 -1.494855 1.8437 0.0429 -0.7288

=====

[2]
19
Properties=species:S:1:pos:R:3:forces:R:3 method="wB97M-V/def2-TZVPD" de_lowest_kj_mol=96.6 e_tot_ev=-10931.1457 mol_weight_g_mol=110.13 homo_lumo_gap_ha=0.42141 homo_energy_ev=-14.74 total_charge=+1
O 0.600823 1.287114 -1.791429 0.1745 -0.5670 0.1756
C 0.482498 2.036792 -0.870423 -0.6102 1.0035 0.2600
C -0.014543 1.654002 0.537089 0.3969 -1.4468 -1.5994
N -0.441811 0.190263 0.528577 -0.3990 0.7629 0.8894
C -0.354471 -0.404810 1.927948 1.7493 -0.3749 -0.8341
H 0.570381 3.131075 -1.022245 0.3257 -0.1303 0.1920
H 0.770570 1.765480 1.279930 -0.0576 0.2118 0.0884
H -0.861930 2.298916 0.705601 -0.3175 0.0594 0.5518
H -1.332993 0.063689 0.045062 -0.2043 0.1342 0.2966
H 0.177176 -0.404354 -0.036140 0.2942 0.0965 -0.2085
H -0.483565 0.295802 2.750126 -0.6710 0.0188 -0.3831
H 0.702768 -0.682313 1.891856 -0.0758 -0.0042 0.7237
H -0.845148 -1.367557 1.992501 -0.6338 0.2756 0.0427
H -0.429945 -1.617035 -2.613516 0.3744 -0.0699 -0.5808
H -1.027207 -0.168808 -2.561435 0.2709 -0.9371 -0.0475
O -1.070115 -1.066911 -2.176712 -0.6897 0.9455 0.6610
H 1.865130 -2.017739 -0.456265 0.2974 -0.2549 -0.2939
H 0.540691 -2.790896 -0.284773 -0.1016 -0.4126 -0.3124
O 1.151699 -2.202710 0.154255 -0.1228 0.6895 0.3783

=====

[3]
20
Properties=species:S:1:pos:R:3:forces:R:3 method="wB97M-V/def2-TZVPD" de_lowest_kj_mol=111.3 e_tot_ev=-12985.7423 mol_weight_g_mol=126.13 homo_lumo_gap_ha=0.29359 homo_energy_ev=-4.19 total_charge=-1
C 1.763188 -0.746077 0.492900 1.3896 1.4902 -2.9939
O 1.560553 -1.803672 -0.457657 -0.3643 -0.6935 1.0207
C 0.637951 0.174782 0.810678 -2.2347 0.2633 1.3977
C -0.635736 -0.503643 1.342086 -2.5833 0.3334 -2.0880
O -1.744862 0.335077 1.059225 -0.3218 0.6067 0.3727
N 1.129863 1.105475 1.830140 0.9154 0.3090 0.3234
H 2.418412 -0.071859 -0.098874 0.5314 -0.0536 0.9419
H 2.301368 -1.058913 1.375045 -0.0701 -0.6335 0.1403
H 0.244311 0.823067 -0.025781 0.7565 -1.0342 0.3606
H -0.915407 -1.418947 0.790215 0.9834 -0.4117 0.2067
H -0.733596 -0.717762 2.409727 0.9528 -0.0938 0.2675
H -1.889207 0.676211 -0.093711 0.7187 -0.0931 0.5871
H 0.534192 1.909082 1.928910 -0.3914 0.1506 -0.3650
H 1.078475 0.665656 2.742602 0.0897 -0.2003 -0.0354
H 1.072238 -1.460917 -1.210202 -0.2188 0.1204 0.0831
H 0.313473 -0.026715 -2.692613 -0.4937 0.2405 -0.1058
O -0.530519 -0.044780 -3.165217 0.0832 -0.4470 -0.0913
H -1.215190 0.278248 -2.500147 0.7043 0.3577 0.0047
H -1.871787 2.086285 -1.197841 0.0235 -0.5471 -0.0542
O -1.815940 1.119305 -1.239506 -0.4705 0.3362 0.0273

=====

[4]
20
Properties=species:S:1:pos:R:3:forces:R:3 method="wB97M-V/def2-TZVPD" de_lowest_kj_mol=0.0 e_tot_ev=-12983.4597 mol_weight_g_mol=126.13 homo_lumo_gap_ha="0.38922 / 0.28357" homo_energy_ev="-9.81 / -9.81" spin_multiplicity=2 s2=0.766 total_charge=0
O -1.064972 -1.523046 -0.338016 -0.0425 -0.5368 -0.3370
C -0.005788 -1.330760 -0.931525 0.3052 2.0988 0.5355
C 1.280620 -1.316677 -0.309377 0.4740 -0.9809 0.1848
C 2.524399 -1.196164 -1.109495 -0.0697 0.5544 -0.4251
O 3.211870 -2.428880 -1.242781 0.3397 -0.1068 0.0920
N -1.468483 2.681449 -0.600490 0.3719 0.2886 0.3323
H 0.011259 -0.779785 -1.893700 -0.2893 -0.7233 -0.3396
H 1.405993 -1.562202 0.740346 -0.3165 -0.0494 0.0064
H 2.290037 -0.783534 -2.099016 0.0020 -0.1129 -0.0340
H 3.235379 -0.505217 -0.649188 -0.1124 -0.0171 0.1176
H 2.629364 -3.180421 -1.117933 -0.2778 -0.0182 0.0030
H -1.402190 1.934119 0.076572 -0.0686 -0.0477 -0.1127
H -1.111463 2.385326 -1.492854 -0.0887 -0.1769 -0.1373
H -2.427791 2.971028 -0.682712 -0.1915 -0.0321 -0.0516
H -1.827861 5.085724 2.018696 0.4794 0.3256 -0.1904
H -3.042920 5.004672 2.936406 0.0680 -0.0102 -0.0528
O -2.560456 4.527622 2.253453 -0.5698 -0.3649 0.2100
H -0.671822 -2.741608 0.935555 -0.1703 -0.1549 0.3170
H -0.797735 -3.964400 1.901187 -0.3195 -0.1814 0.0232
O -0.207440 -3.277246 1.604871 0.4765 0.2457 -0.1414

=====

[5]
19
Properties=species:S:1:pos:R:3:forces:R:3 method="wB97M-V/def2-TZVPD" de_lowest_kj_mol=380.4 e_tot_ev=-25409.1547 mol_weight_g_mol=140.08 homo_lumo_gap_ha="0.27824 / 0.29874" homo_energy_ev="-11.90 / -12.29" total_charge=+1
C -0.649444 0.891794 -0.849411 1.8576 -0.8027 2.6223
C -1.903253 0.532849 -0.143891 0.0806 -1.6115 -0.7558
C 1.269058 -0.187423 0.279350 -3.0379 0.0493 -2.0458
N -1.816470 -0.815213 0.765572 1.2856 3.4234 -0.4099
O 0.788554 -0.112772 1.568563 2.1254 0.1331 0.9556
P 2.695464 0.795034 -0.173320 1.2650 -0.2645 -1.4178
P 0.985493 -1.801465 -0.577603 -2.6543 0.8058 0.7433
H -0.219152 1.842908 -0.624374 -0.0756 0.5553 0.5305
H -0.483833 0.698010 -1.856611 -0.1995 -0.9081 -1.6611
H -2.725188 0.441605 -0.843675 -0.3571 -0.2239 0.2378
H -2.124481 1.147842 0.675222 -0.4153 1.4590 0.6159
H -0.875750 -0.617455 1.129488 -0.1812 -0.7774 0.6989
H -1.886239 -1.717822 0.454463 0.3622 -2.7499 -2.2321
H -2.495418 -0.820559 1.476694 -1.0766 0.7848 1.4763
H 1.596140 0.010599 2.146306 -1.4237 0.0081 -0.2305
H 2.351886 1.281924 -1.513571 0.1573 -1.0649 0.6546
H 2.093175 1.901151 0.237017 -0.5764 2.1606 1.3018
H 1.207554 -1.181253 -1.764512 0.3428 0.1062 -1.3016
H 2.191907 -2.289752 -0.385715 2.5211 -1.0826 0.2175

=====

[6]
18
Properties=species:S:1:pos:R:3:forces:R:3 method="wB97M-V/def2-TZVPD" de_lowest_kj_mol=135.2 e_tot_ev=-17674.0956 mol_weight_g_mol=110.20 homo_lumo_gap_ha="0.09040 / 0.35039" homo_energy_ev="-2.37 / -9.36" spin_multiplicity=2 s2=0.751 total_charge=0
C 0.408240 2.740526 -0.035511 0.7479 -0.7561 -0.6018
C 0.139538 1.226438 -0.114526 0.0752 0.9152 0.3390
C -1.185444 0.905829 -0.785273 0.1696 0.5987 -1.1851
S -1.894192 -0.714055 -0.283269 -0.1711 -1.5178 0.3045
N 0.069239 0.676323 1.302091 0.9896 0.7979 0.7994
H 0.470901 2.996136 -1.092834 -0.3544 0.7123 0.1801
H -0.337524 3.297641 0.529464 -0.3046 -0.0475 -0.3421
H 1.390466 3.007713 0.376586 0.0195 -0.3429 0.1008
H 0.972245 0.741466 -0.656583 -0.3506 -0.1068 0.4159
H -0.996780 0.747136 -1.852305 0.0176 0.2963 0.1293
H -1.910348 1.714420 -0.693828 -0.0552 0.0445 0.1814
H -2.768260 -0.213993 0.589105 -0.1496 0.4756 0.0679
H -0.149897 1.418388 1.978965 -0.5022 -0.2250 -0.2058
H 0.971631 0.350517 1.649033 -0.0883 -0.4486 -0.3276
H -0.642619 -0.080248 1.309225 -0.0195 -0.4318 0.1437
H 3.770609 -4.376874 0.078942 0.1170 0.9424 0.3180
H 3.208447 -3.230781 -0.717421 0.4776 0.1823 0.8220
O 3.722158 -3.394240 0.106337 -0.6186 -1.0888 -1.1395

=====

[7]
18
Properties=species:S:1:pos:R:3:forces:R:3 method="wB97M-V/def2-TZVPD" de_lowest_kj_mol=81.0 e_tot_ev=-17671.6126 mol_weight_g_mol=110.20 homo_lumo_gap_ha=0.36570 homo_energy_ev=-13.41 total_charge=+1
C 1.414460 1.310136 0.192528 -0.6962 0.4320 1.4918
C -0.045069 1.264843 -0.251833 0.1088 -2.3178 0.8427
C -0.487353 -0.242264 -0.184413 -0.3804 1.5688 -0.9223
S -2.169348 -0.388554 -0.957741 0.0838 -0.5607 1.1284
N -0.253282 1.764343 -1.661373 0.3995 0.4911 -0.6937
H 1.566200 0.937212 1.230746 -0.8394 -0.2681 -0.5656
H 2.005346 0.619392 -0.394443 0.5848 0.6176 -0.4965
H 1.706404 2.337705 0.403943 0.7511 0.1272 -1.0738
H -0.732388 1.838233 0.372319 0.2462 0.1898 -0.1266
H -0.425413 -0.526204 0.855908 -0.3355 -0.3144 0.1327
H 0.247593 -0.830034 -0.747654 -0.3610 -0.0962 0.0332
H -2.911685 -0.506019 0.195637 0.5536 0.1721 -0.7306
H 0.289375 2.612784 -1.836966 -0.2694 0.2854 0.2356
H -1.248821 1.920441 -1.847863 -0.0705 0.1549 0.2847
H 0.031060 1.155387 -2.436223 0.2318 -0.5339 0.4950
H 0.384778 -4.728902 1.666176 -0.0033 -0.0507 -0.6484
H 0.356167 -4.520718 3.105453 -0.0314 0.1908 0.6532
O 0.271975 -4.017783 2.295800 0.0276 -0.0879 -0.0397

=====

[8]
18
Properties=species:S:1:pos:R:3:forces:R:3 method="wB97M-V/def2-TZVPD" de_lowest_kj_mol=1.5 e_tot_ev=-18235.2258 mol_weight_g_mol=112.19 homo_lumo_gap_ha="0.09723 / 0.33951" homo_energy_ev="0.70 / -5.69" spin_multiplicity=2 s2=0.750 total_charge=-1
C 1.694942 1.759706 -0.772199 0.1834 0.3547 0.7390
C 1.468343 0.642822 0.233685 -0.1515 -0.6626 -0.2948
C 0.727144 -0.555208 -0.362434 -0.1522 0.2350 0.0392
S 0.681279 -1.937592 0.822801 -0.0479 -0.0344 -0.0072
H 2.130262 2.599974 -0.235107 0.2052 0.2065 0.0402
H 2.404386 1.501070 -1.555478 -0.2254 -0.1506 -0.2716
H 0.747845 2.138397 -1.148297 -0.0663 -0.2500 -0.3992
H 0.888888 1.009790 1.067078 -0.2446 0.1785 0.2979
H 2.402068 0.265612 0.655707 0.2220 0.1952 -0.0370
H -0.295417 -0.281238 -0.637228 0.1737 -0.0479 0.0881
H 1.229590 -0.894958 -1.259028 0.1240 -0.0764 -0.2741
H -0.634203 -2.215799 0.727688 0.0004 0.0284 0.0295
H -1.368762 -0.183165 1.621646 0.0735 -0.0472 -0.1076
H -2.657840 0.551766 1.821622 0.0258 0.1520 -0.2617
O -1.887044 0.535832 1.213021 -0.2159 -0.0160 0.2445
H -2.627100 1.839693 -2.100235 0.0827 -0.2475 0.2467
H -2.351634 0.938954 -0.867658 0.1085 0.0018 0.0710
O -2.143107 1.053692 -1.811978 -0.0956 0.1802 -0.1430

=====

[9]
19
Properties=species:S:1:pos:R:3:forces:R:3 method="wB97M-V/def2-TZVPD" de_lowest_kj_mol=96.5 e_tot_ev=-29070.6710 mol_weight_g_mol=144.26 homo_lumo_gap_ha=0.31887 homo_energy_ev=-8.24 total_charge=0
C -1.051897 -0.308028 2.841342 0.3906 0.1023 0.3179
C -0.185402 -0.087995 1.614138 -0.4942 0.4040 -0.7289
C -1.017221 -0.114949 0.325245 0.3868 0.5002 -0.1887
S 0.134165 0.281680 -1.038440 0.4271 -0.0326 0.5445
S -0.739239 -0.501031 -2.743349 -0.1617 0.0561 -0.5148
H -1.972605 0.274618 2.813653 -0.0641 -0.0911 -0.0720
H -0.512554 -0.001800 3.744708 -0.0969 -0.1824 -0.0877
H -1.271592 -1.376510 2.916537 -0.2517 0.1883 0.1359
H 0.386640 0.848110 1.625107 -0.1763 -0.0777 0.2620
H 0.521016 -0.888557 1.517860 0.6072 -0.3924 0.1224
H -1.481776 -1.085645 0.181443 -0.0187 -0.1334 -0.1079
H -1.765296 0.671958 0.316990 -0.2959 -0.0873 0.1748
H -1.753165 -1.093631 -2.127458 -0.2669 -0.2260 0.1372
O -3.047511 3.255651 -4.886372 0.1602 -0.1583 0.2649
H -3.866865 3.486383 -4.437115 0.0515 -0.0196 -0.0085
H -2.522752 2.781472 -4.223260 -0.1949 0.1490 -0.2486
O 7.081126 -2.207616 0.420593 -0.5682 0.2461 0.1612
H 6.757024 -1.889809 1.273147 0.3277 -0.1078 0.0555
H 6.307910 -2.044295 -0.134777 0.2383 -0.1373 -0.2190

=====

[10]
18
Properties=species:S:1:pos:R:3:forces:R:3 method="wB97M-V/def2-TZVPD" de_lowest_kj_mol=40.3 e_tot_ev=-9447.6089 mol_weight_g_mol=96.13 homo_lumo_gap_ha=0.40544 homo_energy_ev=-10.17 total_charge=0
C 2.293778 -2.451760 1.251269 0.5013 -0.8538 -0.0347
C 0.953374 -1.904182 1.703915 0.2419 0.9292 0.0543
C 0.033547 -1.685571 0.508030 0.3264 0.8847 0.7729
O -1.292438 -1.305326 0.884459 0.1463 -0.5148 -0.1927
H 2.210531 -3.266382 0.527833 -0.3228 0.0099 -0.1361
H 2.937001 -1.710871 0.773940 -0.1575 0.1728 0.1056
H 2.866674 -2.914790 2.056699 -0.0256 0.3167 0.2121
H 1.152010 -0.952880 2.213099 -0.1864 0.1058 -0.2260
H 0.457382 -2.465455 2.479634 -0.1274 -0.7917 0.0256
H 0.050631 -2.583141 -0.089337 -0.1906 -0.3064 -0.4247
H 0.450867 -0.850598 -0.060074 -0.0459 -0.1696 -0.3107
H -1.848469 -2.063219 0.678693 -0.1602 0.2241 0.1610
O -0.381398 5.080393 -3.063583 -0.2413 0.0510 -0.2654
H -0.167547 5.676171 -3.790455 0.1077 -0.0169 0.1172
H -1.253163 4.742111 -3.306879 0.1019 -0.0797 0.2002
O -2.808930 2.775470 -1.289718 -0.2356 0.0188 -0.1710
H -3.593802 2.853894 -0.733633 0.2698 0.0018 -0.0238
H -2.060048 3.026132 -0.743889 -0.0019 0.0181 0.1361

=====

[11]
18
Properties=species:S:1:pos:R:3:forces:R:3 method="wB97M-V/def2-TZVPD" de_lowest_kj_mol=214.9 e_tot_ev=-9435.8315 mol_weight_g_mol=96.13 homo_lumo_gap_ha="0.39116 / 0.10841" homo_energy_ev="-13.76 / -13.62" spin_multiplicity=2 s2=0.757 total_charge=+1
C -1.096730 0.297696 1.452565 0.2771 -0.0401 -0.6783
O -0.067190 0.143906 0.425045 -1.3371 -0.5120 1.5244
H -1.923290 0.973596 1.233365 0.4311 0.2454 -0.5418
H -1.560010 -0.669664 1.646655 0.3201 -0.3635 -0.0590
H -0.640350 0.615496 2.390025 0.3712 -0.0017 0.0505
H -0.144250 0.830186 -0.241795 -0.1628 0.7346 -0.4501
C -0.533520 -3.545554 0.115225 0.7204 -0.8121 1.5428
O -0.436940 -4.900754 -0.225805 -0.8912 1.1208 0.3068
H -1.079720 -3.437234 1.052265 -0.3421 -0.3214 -0.2028
H 0.477320 -3.173694 0.282595 0.3669 0.3501 -0.2593
H -0.984910 -2.872014 -0.613255 -0.2513 0.1010 -0.8463
H 0.292600 -5.006964 -0.840695 0.4676 -0.2875 -0.5218
C 1.295900 3.795176 -0.993105 0.3222 -0.3067 0.7392
O 0.701620 2.699886 -1.733425 -0.2564 0.4483 0.8601
H 0.610000 4.283936 -0.301175 -0.8377 0.0152 -0.7479
H 2.009560 3.466316 -0.237705 0.5714 -0.4664 -0.4490
H 1.767140 4.538946 -1.635635 -0.1531 -0.1869 -0.1324
H 1.312770 1.960736 -1.775145 0.3836 0.2828 -0.1350

=====

[12]
18
Properties=species:S:1:pos:R:3:forces:R:3 method="wB97M-V/def2-TZVPD" de_lowest_kj_mol=77.7 e_tot_ev=-9437.2532 mol_weight_g_mol=96.13 homo_lumo_gap_ha="0.42377 / 0.19903" homo_energy_ev="-15.14 / -15.09" spin_multiplicity=2 s2=0.754 total_charge=+1
C -0.674415 0.103658 0.176350 0.1993 -1.1432 0.0225
O -0.417187 -0.738946 -0.890740 -0.5616 0.5293 0.6704
C -0.621886 1.577258 -0.419555 0.5179 0.9096 -0.6491
C 0.479463 2.316073 0.391176 -0.0600 0.2423 -0.9318
H -1.653133 -0.154582 0.632696 -0.2415 0.5108 -0.2867
H 0.049034 -0.071254 0.967385 0.1318 -0.1339 -0.2482
H -1.102943 -0.605798 -1.573000 -0.0248 -0.1560 -0.1016
H -0.326573 1.616568 -1.475095 -0.1046 -0.5700 0.2004
H -1.580593 2.069483 -0.370255 -0.3889 -0.1703 0.2728
H 1.190695 1.661729 0.896174 -0.4291 0.2227 0.6875
H 1.146233 2.797861 -0.331851 -0.3172 0.1631 -0.0812
H -0.088478 3.070060 0.949872 0.7086 -0.3929 0.5971
H -0.764163 -2.386367 2.727336 0.1584 -0.1533 0.5228
H -1.521181 -3.051033 1.579956 0.0490 0.0470 0.1216
O -1.123129 -2.218161 1.860933 -0.2145 0.1523 -0.6986
H 1.992821 -0.448733 -2.116144 -0.4178 -0.0870 -0.3678
H 1.547016 -0.640815 -0.622808 -0.2351 -0.3214 -0.2053
O 2.281650 -0.549327 -1.215590 1.2301 0.3510 0.4752